a:
# C4H10ClN

An isolated molecule of C4H10ClN (the ωB97M-V functional and the def2-TZVPD basis, the Open Molecules 2025 dataset).

The geometry in XYZ format:
```
16
Properties=species:S:1:pos:R:3
Cl -2.77 0.07 -0.21
N 0.08 0.93 -0.75
C 0.37 1.82 0.29
C -0.08 -0.50 -0.42
C 1.23 -1.23 -0.12
C -1.27 -0.80 0.44
H -0.71 1.20 -1.25
H 1.12 -2.34 -0.03
H 1.89 -1.03 -0.98
H -0.41 -1.01 -1.26
H 1.30 1.49 0.82
H -0.44 1.77 0.98
H -1.43 -1.88 0.42
H -1.19 -0.40 1.42
H 0.55 2.83 -0.10
H 1.76 -0.92 0.72
```

## Properties
E_LUMO, hartree: 0.0362
SMILES: CN[C@@H](C)CCl
HOMO level, Eh: -0.3210

b:
# C4H10ClN

A cluster of 2 separate species, C4H10ClN in total (the ωB97M-V functional and the def2-TZVPD basis, the Open Molecules 2025 dataset).

The geometry in XYZ format:
```
16
Properties=species:S:1:pos:R:3
Cl -2.19 1.05 -0.08
N -0.11 -1.75 0.88
C -0.62 0.64 -0.61
C 0.66 1.06 1.47
C 0.50 1.06 0.01
C -0.64 0.09 -2.01
H 0.06 -1.44 -0.07
H 0.40 -0.06 -2.29
H -0.28 0.99 2.05
H -1.16 0.64 -2.86
H 0.67 -1.60 1.44
H -1.05 -0.94 -1.87
H 1.33 0.78 -0.58
H 1.25 1.89 1.96
H -0.01 -2.57 0.81
H 1.20 0.15 1.76
```

## Properties
E_LUMO, hartree: 0.0310
SMILES: C/C=C(/C)Cl.N
HOMO level, Eh: -0.3277

Q: Which of them is the least stable? A: b.

a:
# C27H19F5N7O4STi

A structure of composition C27H19F5N7O4STi (the ωB97M-V functional and the def2-TZVPD basis, the Open Molecules 2025 dataset).

The geometry in XYZ format:
```
64
Properties=species:S:1:pos:R:3
Ti 0.23 -0.21 0.03
S 3.03 1.13 -1.71
F 3.35 -1.41 -3.24
F -0.57 1.73 -5.29
F 2.08 -2.15 -5.48
F 0.83 2.57 -3.15
F 0.10 -0.61 -6.49
O -3.58 3.22 2.19
O 2.47 1.28 0.78
O 0.59 1.59 -0.58
O -0.30 0.60 1.76
N 2.75 -3.13 1.84
N -0.67 -2.00 1.18
N -1.76 0.67 -0.21
N 1.89 -1.74 0.37
N -0.70 -1.04 -1.78
N -2.15 1.51 0.78
N -0.29 -3.32 2.89
C -0.18 -2.04 -2.48
C -2.64 3.06 3.13
C -2.80 3.79 4.32
C 1.63 -2.55 1.39
C 1.79 -0.98 -4.91
C -1.64 -3.06 2.88
C 0.42 0.99 -4.80
C -0.77 2.83 5.21
C 2.13 0.61 -3.13
C 2.32 2.60 1.33
C 0.77 -0.20 -5.42
C -1.95 -1.94 -4.08
C -1.31 1.41 1.79
C 0.25 -2.66 1.85
C 3.25 -1.81 0.16
C -1.88 -0.49 -2.18
C -0.61 2.11 4.05
C 1.77 1.04 -0.39
C 2.44 -0.58 -3.76
C -1.86 -2.23 1.82
C -2.44 0.51 -1.27
C 3.80 -2.67 1.06
C -0.77 -2.53 -3.63
C -1.88 3.68 5.33
C 1.12 1.39 -3.68
C -1.54 2.20 3.00
C -2.51 -0.90 -3.35
H -3.66 4.44 4.40
H -3.34 2.68 1.41
H -0.31 -3.35 -4.17
H -2.01 4.25 6.23
H 0.19 -3.90 3.56
H -2.31 -3.47 3.62
H 4.81 -3.00 1.21
H -3.43 -0.43 -3.65
H 3.73 -1.23 -0.61
H -2.42 -2.28 -4.99
H 2.79 2.57 2.31
H 0.24 1.45 3.92
H -3.36 1.04 -1.49
H 0.75 -2.45 -2.11
H 1.27 2.87 1.43
H -2.78 -1.78 1.49
H -0.05 2.76 6.01
H 2.84 -3.78 2.60
H 2.83 3.33 0.70
```

## Properties
Charge: +1
E_LUMO, hartree: -0.1314
HOMO level, Eh: -0.3855

b:
# C27H19F5N7O4STi

A structure of composition C27H19F5N7O4STi (the ωB97M-V functional and the def2-TZVPD basis, the Open Molecules 2025 dataset).

The geometry in XYZ format:
```
64
Properties=species:S:1:pos:R:3
Ti -0.25 -0.39 0.56
S -0.53 -2.79 -0.32
F 1.33 -1.85 -2.51
F -1.40 -2.97 -6.14
F 0.91 -1.94 -5.15
F -3.30 -3.90 -4.44
F -2.91 -3.79 -1.79
O -0.96 1.49 0.62
O -1.74 -0.19 -1.38
O -3.33 -0.83 0.12
O 1.32 4.53 2.46
N 1.18 0.63 -0.74
N -0.75 -1.53 2.45
N 0.50 0.65 2.30
N 3.90 -1.68 0.05
N 0.65 1.99 2.16
N 1.84 -1.43 0.74
N 3.12 0.99 -1.68
C 0.17 -2.36 -2.96
C -2.16 -3.40 -3.96
C 0.27 -2.15 4.53
C -0.80 6.45 0.28
C 1.06 1.71 -1.59
C 0.80 0.01 3.36
C -1.20 -2.92 -4.83
C 0.16 6.12 1.20
C 2.43 0.23 -0.82
C -2.20 -0.62 -0.17
C 2.26 1.94 -2.18
C -1.60 5.47 -0.31
C -0.42 3.78 0.95
C -0.03 -2.40 -4.32
C -1.95 -3.34 -2.59
C -1.40 4.15 0.02
C 2.36 -2.56 1.31
C -0.23 2.37 1.25
C -0.78 -2.82 -2.05
C -1.58 -2.57 2.55
C 2.79 -0.93 -0.02
C 0.37 4.78 1.55
C 3.65 -2.72 0.91
C -1.54 -3.44 3.64
C -2.67 0.07 -2.45
C -0.59 -3.25 4.61
C 0.14 -1.30 3.45
H -2.28 -0.41 -3.34
H 1.36 0.43 4.19
H -2.73 1.15 -2.59
H -2.37 5.74 -1.02
H 1.77 -3.20 1.96
H -2.25 -4.25 3.69
H 0.13 2.24 -1.70
H -3.64 -0.33 -2.18
H 2.58 2.68 -2.89
H 4.09 0.89 -1.93
H -0.52 -3.92 5.45
H -2.02 3.37 -0.41
H 0.78 6.87 1.68
H 4.39 -3.47 1.13
H 4.76 -1.54 -0.46
H 1.00 -1.95 5.29
H 1.32 3.58 2.67
H -2.29 -2.70 1.74
H -0.95 7.49 0.03
```

## Properties
Charge: +1
E_LUMO, hartree: -0.1571
HOMO level, Eh: -0.3877

Q: Which of them is the least stable? A: b.

a:
# CH4ClN2O

The ion CH4ClN2O with charge +1 (the ωB97M-V functional and the def2-TZVPD basis, the Open Molecules 2025 dataset).

The geometry in XYZ format:
```
9
Properties=species:S:1:pos:R:3
Cl 0.22 -1.51 1.69
O 0.83 0.31 -1.61
N 0.32 0.07 -0.57
N 0.79 -1.08 0.15
C -0.73 0.80 0.03
H -0.38 1.29 0.95
H -1.54 0.13 0.32
H 1.57 -1.57 -0.29
H -1.09 1.55 -0.67
```

## Properties
Charge: +1
E_LUMO, hartree: -0.2479
SMILES: C[N+](=O)NCl
HOMO level, Eh: -0.5897

b:
# CH4ClN2O

The ion CH4ClN2O with charge +1 (the ωB97M-V functional and the def2-TZVPD basis, the Open Molecules 2025 dataset).

The geometry in XYZ format:
```
9
Properties=species:S:1:pos:R:3
Cl -3.45 0.04 -0.04
O -1.98 -0.76 0.26
N 0.37 -1.24 -0.19
N -0.60 1.04 -0.43
C -0.90 -0.12 -0.03
H 0.44 1.11 -0.61
H -0.06 -2.15 -0.72
H -1.15 1.85 -0.29
H 0.50 -1.44 0.81
```

## Properties
Charge: +1
E_LUMO, hartree: -0.2130
SMILES: NC(=[NH2+])OCl
HOMO level, Eh: -0.5944

Q: Which of them is the least stable? A: a.

a:
# C25H40GeO3OsSe2Si

A structure of composition C25H40GeO3OsSe2Si (the ωB97M-V functional and the def2-TZVPD basis, the Open Molecules 2025 dataset).

The geometry in XYZ format:
```
73
Properties=species:S:1:pos:R:3
Os -0.06 0.19 0.24
Se -0.62 -1.59 1.95
Se -3.14 0.68 1.36
Ge 2.19 2.58 2.01
Si 1.91 -0.78 -0.53
O -1.14 -1.17 -1.05
O -3.01 -3.25 -4.83
O -0.48 1.46 -1.34
C 2.66 0.24 -1.95
C -4.88 1.45 1.76
C -3.40 -4.37 -4.05
C 1.61 4.46 2.05
C 1.60 -2.51 -1.28
C -1.45 -1.09 -2.27
C -1.43 -0.07 -4.51
C 0.69 -2.47 3.09
C -2.88 -0.16 3.12
C -1.12 0.04 -3.12
C 3.29 -0.87 2.03
C -0.21 2.43 -3.42
C 3.36 -1.09 0.66
C -1.43 -0.51 3.39
C -2.40 -2.23 -4.20
C 4.35 -1.16 2.88
C 5.52 -1.68 2.37
C 4.56 -1.61 0.16
C 3.85 2.50 0.96
C -0.61 1.24 -2.58
C 2.52 2.08 3.89
C 5.63 -1.90 1.00
C 0.66 1.62 1.22
C -2.05 -1.15 -5.05
C -2.12 -2.20 -2.86
H -0.52 2.40 -4.46
H -1.35 -1.10 4.30
H -3.89 -5.06 -4.74
H -5.15 2.08 0.91
H 6.36 -1.91 3.02
H -4.11 -4.07 -3.27
H 1.40 4.82 1.04
H -0.81 0.38 3.47
H 0.91 -2.46 -2.12
H 2.38 5.09 2.49
H -2.36 -3.02 -2.20
H 0.88 2.47 -3.38
H -3.21 0.56 3.87
H -3.51 -1.05 3.18
H 3.06 1.14 3.98
H 1.59 2.01 4.46
H 2.38 -0.43 2.43
H -0.59 3.33 -2.94
H 6.55 -2.30 0.58
H -2.54 -4.85 -3.60
H 1.96 0.29 -2.79
H 2.53 -2.96 -1.64
H 4.26 -0.98 3.95
H 3.68 2.89 -0.04
H -1.18 0.75 -5.17
H -0.17 2.35 1.34
H 0.69 4.57 2.64
H 1.35 -1.76 3.56
H -2.29 -1.21 -6.10
H 1.16 -3.19 -0.54
H 0.13 -3.03 3.84
H 4.67 -1.80 -0.90
H 4.60 3.13 1.45
H -4.82 2.07 2.65
H 4.24 1.49 0.89
H 1.26 -3.15 2.47
H 3.58 -0.20 -2.32
H -5.63 0.67 1.88
H 2.88 1.27 -1.64
H 3.13 2.86 4.35
```

## Properties
E_LUMO, hartree: 0.0072
HOMO level, Eh: -0.2529

b:
# C25H40GeO3OsSe2Si

A structure of composition C25H40GeO3OsSe2Si (the ωB97M-V functional and the def2-TZVPD basis, the Open Molecules 2025 dataset).

The geometry in XYZ format:
```
73
Properties=species:S:1:pos:R:3
Os 0.05 -0.57 -0.35
Se -1.65 -1.66 1.08
Se -0.08 -3.76 -1.12
Ge -1.92 1.32 -2.87
Si 0.09 1.45 0.82
O 1.84 -0.36 -1.35
O 1.37 -1.37 1.15
O 5.17 -2.24 3.79
C -2.70 2.13 0.37
C -1.92 -4.06 -0.53
C 4.37 -2.95 4.73
C -1.40 3.19 -2.57
C 0.14 -5.48 -2.00
C -2.64 -2.78 -0.20
C -1.45 3.73 1.60
C 3.03 -0.21 -0.93
C 4.55 -1.75 2.70
C 1.40 2.61 0.08
C -3.85 2.91 0.50
C 3.90 0.46 -1.96
C -3.78 4.11 1.18
C -1.49 2.51 0.92
C 0.58 1.23 2.64
C 4.89 -0.52 0.67
C 5.41 -1.05 1.80
C -1.55 0.92 -4.76
C -3.22 -0.75 1.78
C 3.51 -0.64 0.33
C 3.22 -1.88 2.44
C -2.58 4.53 1.73
C -3.86 1.08 -2.65
C 2.63 -1.30 1.27
C -0.89 -0.03 -1.88
H -3.79 -0.26 0.99
H 3.60 -2.31 5.15
H -3.61 -2.99 0.27
H -1.85 -0.11 -5.00
H -1.90 -4.73 0.33
H -4.78 2.59 0.05
H 3.66 0.03 -2.94
H -4.23 1.48 -1.71
H -0.64 -5.62 -2.75
H 6.46 -0.97 2.05
H -1.98 3.83 -3.23
H -2.80 -2.17 -1.08
H 1.22 2.80 -0.98
H -0.34 3.32 -2.81
H 1.11 -5.46 -2.50
H -2.44 -4.56 -1.35
H -3.82 -1.51 2.27
H -0.48 1.02 -4.97
H 1.58 0.79 2.73
H -0.52 4.07 2.04
H 0.12 -6.29 -1.28
H -2.10 1.59 -5.42
H 1.42 3.57 0.61
H -4.13 0.02 -2.71
H 4.97 0.40 -1.79
H 2.54 -2.38 3.11
H 5.05 -3.27 5.51
H 3.61 1.51 -1.99
H -4.37 1.60 -3.46
H 3.91 -3.82 4.26
H -2.88 -0.01 2.50
H -0.72 -0.82 -2.65
H 5.56 -0.01 0.00
H -1.56 3.50 -1.54
H -2.74 1.20 -0.19
H 2.39 2.16 0.19
H -2.52 5.47 2.26
H -4.67 4.73 1.28
H 0.58 2.19 3.16
H -0.11 0.57 3.16
```

## Properties
E_LUMO, hartree: 0.0079
HOMO level, Eh: -0.2529

Q: Which of them is the least stable? A: a.

a:
# C7H15N2S

The ion C7H15N2S with charge +1 (the ωB97M-V functional and the def2-TZVPD basis, the Open Molecules 2025 dataset).

The geometry in XYZ format:
```
25
Properties=species:S:1:pos:R:3
S -4.02 -0.39 -1.33
N 0.11 1.26 -0.22
N 1.26 0.35 1.43
C -2.68 -1.05 -0.26
C 1.49 0.99 -0.80
C 0.10 0.85 1.18
C 2.29 0.49 0.43
C 1.61 -0.22 2.68
C -1.13 0.72 -0.99
C -1.23 -0.82 -0.86
H -0.59 -1.28 -0.17
H -0.87 -1.24 -1.82
H 2.79 -0.33 0.10
H -4.10 -1.37 -2.26
H -2.66 -2.14 -0.16
H 2.05 1.78 -1.13
H -0.14 2.20 -0.40
H -1.07 1.05 -1.95
H 1.29 0.13 -1.47
H -2.60 -0.44 0.75
H 3.01 1.20 0.66
H 0.80 -0.50 3.35
H 2.13 0.55 3.13
H 2.46 -0.99 2.69
H -1.86 1.26 -0.48
```

## Properties
Charge: +1
E_LUMO, hartree: -0.1155
HOMO level, Eh: -0.4478

b:
# C7H15N2S

The ion C7H15N2S with charge +1 (the ωB97M-V functional and the def2-TZVPD basis, the Open Molecules 2025 dataset).

The geometry in XYZ format:
```
25
Properties=species:S:1:pos:R:3
S -3.07 0.24 0.45
N -1.24 1.40 -0.86
N 0.68 0.52 0.14
C -2.02 -2.06 -0.64
C -0.65 0.11 -0.58
C -2.43 1.53 -0.42
C 1.39 -0.74 0.35
C 1.42 1.40 -0.77
C 0.49 1.26 1.49
C -1.57 -0.79 0.21
H -2.83 -1.76 -1.27
H 1.48 1.11 -1.76
H -2.48 -2.74 0.15
H 0.72 2.33 -0.85
H -2.89 2.40 -0.41
H -0.14 0.63 2.03
H 2.34 1.69 -0.28
H 1.90 -1.22 -0.57
H 0.86 -1.57 0.75
H -0.40 -0.44 -1.50
H 1.45 1.46 1.86
H -1.35 -1.06 1.23
H -0.11 2.13 1.22
H 2.20 -0.64 1.10
H -1.35 -2.47 -1.34
```

## Properties
Charge: +1
E_LUMO, hartree: -0.0946
SMILES: C[C@@H]1SC=N[C@H]1[N+](C)(C)C
HOMO level, Eh: -0.4754

Q: Which of them is the least stable? A: a.

a:
# C4H7NO2

An isolated molecule of C4H7NO2 (the ωB97M-V functional and the def2-TZVPD basis, the Open Molecules 2025 dataset).

The geometry in XYZ format:
```
14
Properties=species:S:1:pos:R:3
O -2.53 -1.15 -0.70
O -1.09 1.92 -0.44
N -0.19 1.05 -0.19
C 1.01 1.57 0.43
C -0.43 -0.27 -0.24
C -1.64 -0.30 -1.01
C 0.55 -1.39 0.11
H 1.96 1.30 -0.12
H 1.13 2.58 0.26
H 0.13 -2.29 -0.13
H 1.15 1.40 1.44
H 1.56 -1.16 -0.48
H 0.76 -1.41 1.10
H -2.37 -1.85 -0.03
```

## Properties
2S+1: 3
E_LUMO (alpha / beta), hartree: 0.0171 / -0.0247
HOMO level (alpha / beta), Eh: -0.2419 / -0.3055
⟨S²⟩: 2.059

b:
# C4H7NO2

A cluster of 2 separate species, C4H7NO2 in total (the ωB97M-V functional and the def2-TZVPD basis, the Open Molecules 2025 dataset).

The geometry in XYZ format:
```
14
Properties=species:S:1:pos:R:3
O -0.46 1.00 0.71
O -1.17 -2.80 1.23
N -1.60 -0.79 2.38
C -1.45 -1.76 1.66
C 1.74 0.24 -0.16
C -0.39 0.68 -1.60
C 0.25 0.74 -0.21
H 2.56 0.83 0.17
H -1.60 0.19 2.24
H 1.96 0.05 -1.18
H -0.83 -0.19 -1.96
H 0.46 0.87 -2.27
H 1.60 -0.66 0.44
H -1.05 1.60 -1.45
```

## Properties
2S+1: 3
E_LUMO (alpha / beta), hartree: 0.0266 / -0.0963
HOMO level (alpha / beta), Eh: -0.2131 / -0.3929
⟨S²⟩: 2.006

Q: Which of them is the least stable? A: a.